Record 1
30
Properties=species:S:1:pos:R:3:forces:R:3 method="wB97M-V/def2-TZVPD" spin_multiplicity=1 smiles=Cc1c[nH]c2ccccc12.CCC e_above_lowest_kcal_mol=10.0 orbital_gap_ev=8.8 homo_energy_ev=-7.8917
C -0.0329 3.0434 -0.1598 0.6 -0.7 -0.2
C 2.2195 0.0574 -0.5521 -0.2 0.1 0.0
C 1.1947 0.8614 -1.0789 -0.3 -0.7 0.0
C 0.8781 1.8318 -0.0766 -0.2 1.5 0.5
C 1.7129 1.6290 0.9764 0.7 -1.4 -0.4
C 2.1152 -1.3996 -2.4127 0.5 0.2 0.0
C 2.7134 -1.0530 -1.2263 -0.1 -0.3 0.4
C 1.1190 -0.5823 -2.9845 0.1 -1.2 -0.2
C 0.6226 0.4989 -2.3159 0.3 1.3 0.1
N 2.4999 0.5028 0.7115 0.4 0.5 0.2
H 2.4710 -2.2981 -2.9072 -0.2 0.2 -0.2
H 3.4704 -1.6631 -0.7462 0.0 -0.1 -0.2
H 0.7408 -0.9355 -3.9370 -0.2 0.4 0.0
H -0.0866 1.1912 -2.7607 -0.2 -0.4 0.0
H 3.3935 0.3566 1.1569 -0.3 -0.1 0.0
H 1.8796 2.0749 1.9387 -0.4 0.5 0.0
H -0.5619 3.1698 0.7781 -0.1 0.2 0.1
H -0.7569 2.9345 -0.9583 -0.2 0.0 -0.1
H 0.5889 3.9216 -0.3640 -0.3 0.0 0.0
C -2.4229 -1.0045 1.0174 0.3 -0.1 0.5
C -1.1782 -0.9657 1.9157 0.2 0.1 0.0
C -3.5926 -1.7998 1.5902 0.3 -0.4 -0.5
H -2.1188 -1.4488 0.0707 -0.1 0.1 -0.1
H -2.7432 0.0103 0.8029 -0.1 0.2 -0.1
H -0.6005 -0.0633 1.7244 0.1 0.1 0.0
H -1.3647 -1.0126 2.9945 -0.3 0.1 -0.2
H -3.2434 -2.7358 2.0369 0.0 0.1 0.1
H -4.2388 -2.0964 0.7662 -0.3 0.1 0.0
H -0.4988 -1.7841 1.6878 0.0 -0.2 0.0
H -4.1794 -1.2409 2.3118 0.0 0.0 0.2


Record 2
30
Properties=species:S:1:pos:R:3:forces:R:3 method="wB97M-V/def2-TZVPD" spin_multiplicity=1 smiles=Cc1c[nH]c2ccccc12.CCC e_above_lowest_kcal_mol=64.2 orbital_gap_ev=8.7 homo_energy_ev=-7.7449
C -0.5907 -2.1888 -1.8839 -0.7 6.1 0.6
C 1.5995 0.3521 -0.0877 0.8 -4.0 -0.6
C 0.6090 -0.0285 -1.1066 2.3 0.5 3.1
C 0.4548 -1.4235 -1.0446 0.4 -3.7 -0.3
C 1.4501 -1.9740 -0.2311 -1.1 0.5 -2.4
C 1.7335 1.5476 0.5641 -0.7 0.2 0.9
C 0.7662 2.4948 0.0901 3.5 0.3 3.0
C 0.0233 1.0137 -1.7048 -0.9 1.1 -0.8
C 0.2035 2.2576 -1.0835 -3.6 1.5 -3.4
N 2.2604 -0.9279 0.1826 -0.2 1.2 2.0
H 2.5624 -1.0954 1.1384 0.5 0.5 -0.1
H 2.3659 1.6547 1.5084 -1.0 0.0 -1.6
H 1.7825 -3.0529 -0.1333 -0.7 1.6 0.1
H 0.6137 3.4204 0.6583 0.2 -0.2 -0.6
H -0.6502 0.8342 -2.5384 0.0 0.5 0.0
H -0.5170 -3.2073 -1.8428 0.5 -2.5 -0.7
H -0.5929 -1.5312 -2.8289 0.0 -2.1 0.5
H -0.3597 3.1206 -1.5166 0.3 -0.9 0.3
H -1.5939 -1.8928 -1.4586 0.8 -0.5 -0.2
C -2.2160 -0.7523 1.9270 1.6 -1.9 -1.2
C -3.3875 0.0035 1.3082 0.6 2.5 -0.5
C -0.9964 0.1708 1.9458 -0.3 2.0 0.9
H -2.4688 -1.2510 2.8896 0.0 1.2 -0.1
H -1.8706 -1.7425 1.4308 -0.8 1.6 -0.3
H -3.1734 0.7085 0.3975 0.4 -1.7 1.3
H -1.2411 1.0516 2.6267 0.5 -1.0 -0.5
H -3.6724 0.8282 2.0475 -0.4 -1.5 -0.7
H -4.1639 -0.6446 0.9588 -0.9 -0.2 0.3
H -0.0326 -0.2287 2.2162 0.1 -0.6 0.7
H -0.7059 0.6860 1.0094 -1.1 -0.6 0.0


Record 3
30
Properties=species:S:1:pos:R:3:forces:R:3 method="wB97M-V/def2-TZVPD" spin_multiplicity=1 smiles=Cc1c[nH]c2ccccc12.CCC e_above_lowest_kcal_mol=36.2 orbital_gap_ev=8.7 homo_energy_ev=-7.7654
C -0.9758 -0.3682 -0.9778 1.0 1.1 1.7
C 1.8593 -1.2879 1.3870 -0.3 -1.9 -2.6
C 0.8284 -0.4207 0.9594 1.6 1.7 0.4
C 0.2600 -0.8575 -0.2845 -0.6 -2.3 1.2
C 0.8024 -2.1013 -0.4744 1.2 0.4 -0.3
C 2.7175 0.1813 2.9683 1.0 -1.6 -0.1
C 2.7835 -1.1149 2.4194 -1.8 2.0 0.2
C 1.8906 1.1986 2.4476 -1.2 -1.4 1.0
C 0.8704 0.8260 1.5933 -0.5 1.5 -0.3
N 1.8331 -2.3181 0.4309 -0.3 0.2 1.1
H 3.3310 0.2582 3.8504 0.1 0.8 0.2
H 3.2611 -1.9509 2.9032 0.5 0.1 -0.2
H 1.6974 2.1277 2.9629 0.7 0.2 0.1
H 0.1204 1.6167 1.4430 0.2 -0.5 -0.4
H 2.5511 -3.0189 0.3929 -0.3 -0.2 -0.2
H 0.6232 -2.8235 -1.2599 0.0 0.1 0.1
H -0.6215 0.4026 -1.6843 -0.9 -0.6 -0.3
H -1.5464 0.1312 -0.1630 -0.1 -0.1 -0.9
H -1.5202 -1.2474 -1.2942 -0.3 0.3 -0.8
C -3.8872 1.5410 -2.5072 -1.1 -0.4 -1.6
C -2.9771 2.4447 -1.7050 0.7 0.9 -0.4
C -3.2268 1.1416 -3.8642 -0.1 -0.2 0.8
H -4.1617 0.6730 -1.8828 0.2 0.1 -0.5
H -4.8499 1.9919 -2.8788 0.7 -0.1 1.1
H -3.1583 3.5267 -1.8472 0.1 -0.5 -0.1
H -1.9186 2.2412 -1.9902 -0.7 0.3 0.3
H -3.3994 1.8759 -4.6404 0.1 0.4 0.0
H -2.1763 1.0199 -3.6912 0.8 0.1 -0.2
H -3.0534 2.2565 -0.6474 -0.1 0.0 0.5
H -3.5383 0.2076 -4.2994 -0.6 -0.5 0.1


Record 4
30
Properties=species:S:1:pos:R:3:forces:R:3 method="wB97M-V/def2-TZVPD" spin_multiplicity=2 s_squared=0.769 charge=+1 e_above_lowest_kcal_mol=34.7 orbital_gap_ev="9.1 / 5.9" homo_energy_ev="-12.8561 / -12.8562"
C -1.2082 -3.2071 0.2025 0.3 -1.0 0.6
C 1.4181 -1.2517 -1.5389 -0.7 0.4 1.6
C 0.5280 -1.4390 -0.4435 -0.1 -0.7 -0.5
C 0.0362 -2.8018 -0.5003 0.2 1.5 0.1
C 0.8432 -3.4264 -1.5051 -0.5 0.4 0.0
C 1.4210 1.0573 -1.0751 -0.5 0.4 -0.2
C 1.7818 0.0164 -1.9363 -0.1 -0.4 0.0
C 0.6984 0.8885 0.1072 1.8 0.5 -0.6
C 0.2250 -0.3695 0.3998 -0.8 0.4 1.4
N 1.6621 -2.5314 -2.0313 0.3 0.3 -1.1
H 1.6391 2.0868 -1.3330 0.4 -0.2 -0.2
H 2.2386 0.2353 -2.8843 0.4 -0.1 -0.1
H 0.8053 1.7760 0.7450 -1.1 -0.8 0.1
H -0.3445 -0.4692 1.3333 0.1 -0.4 -0.5
H 2.3534 -2.6636 -2.7547 -0.2 -0.5 -0.1
H 0.7465 -4.3950 -1.9427 0.2 -0.6 0.1
H -1.7566 -2.3006 0.4963 -0.1 -0.7 -0.2
H -1.0089 -3.8201 1.0971 0.5 0.6 0.3
H -1.8005 -3.9993 -0.2708 -0.1 0.8 -0.8
C -1.8993 4.2739 2.1360 -1.9 -3.3 2.4
C -3.0474 3.2998 1.7713 0.3 -1.2 -2.2
C -0.7467 3.4464 2.7630 0.0 1.2 0.6
H -1.4016 4.8368 1.3975 -0.4 0.9 -1.2
H -2.4670 4.8395 2.8744 1.1 0.9 0.3
H -3.2535 2.4500 2.4665 0.8 0.8 -0.1
H -2.7564 2.8223 0.7935 -0.6 0.1 0.7
H -0.9669 2.7107 3.5521 -0.5 0.5 -0.2
H -0.1875 2.8781 2.0095 0.0 0.6 0.1
H -4.0417 3.7305 1.6563 0.2 0.5 -0.3
H -0.1882 4.2807 3.2152 0.9 -0.9 0.0


Record 5
32
Properties=species:S:1:pos:R:3:forces:R:3 method="wB97M-V/def2-TZVPD" spin_multiplicity=1 charge=+1 e_above_lowest_kcal_mol=119.6 orbital_gap_ev=8.1 homo_energy_ev=-11.3203
C -1.6500 -2.6697 -0.0582 -1.0 -1.4 2.3
C -1.7854 -1.6774 0.8664 -0.8 -1.3 1.0
C -0.7517 -2.5833 -1.1732 0.0 1.5 -1.3
C -0.9987 -0.4511 0.6708 -0.4 0.5 1.3
C -0.6543 0.5028 1.5543 2.9 2.1 -3.3
C -0.2407 -1.3862 -1.5397 0.3 -0.8 -0.6
C -0.2856 1.0590 2.8650 -0.2 0.1 -0.2
C 1.2474 1.3076 2.8244 -0.9 -0.4 -1.1
C -0.4502 -0.1617 -0.7232 0.2 -0.9 1.1
C 0.4345 1.6913 0.5334 -1.0 -3.7 3.3
C -0.3291 2.7673 -0.1098 0.2 0.9 0.2
C 0.8934 -2.1426 -3.6051 -3.2 4.9 -3.4
N 1.4841 1.8536 1.4605 1.4 3.2 -0.5
N 0.7990 0.6314 -0.5110 -0.6 -1.7 3.0
O 0.4537 -1.0831 -2.6771 -0.2 -0.8 0.4
H -2.1648 -3.6851 0.1452 0.8 1.9 -0.5
H -2.4115 -1.8882 1.8359 1.4 0.8 -2.1
H -0.7059 -3.3629 -1.9055 0.2 -0.6 0.0
H -0.8934 1.9463 3.0189 0.3 0.6 -0.1
H -0.5495 0.4649 3.6810 -0.3 -1.4 1.4
H 1.5974 1.9514 3.6650 -0.1 -0.6 -0.9
H 1.7384 0.3298 2.7360 0.0 0.2 1.2
H -1.0371 0.5667 -1.2222 -1.1 0.2 -0.9
H -0.5417 3.5423 0.6622 -0.5 -0.7 -0.6
H -1.2386 2.2541 -0.5470 0.9 1.6 0.1
H 0.3997 3.2807 -0.7763 -1.0 -0.2 -0.4
H 1.6760 -2.6142 -3.2357 3.4 -2.5 2.0
H 1.2956 -1.4144 -4.4566 -1.0 -2.1 1.4
H 0.0675 -2.8010 -3.9687 0.6 0.7 0.4
H 2.0578 2.7627 1.4296 -1.5 -1.9 0.0
H 1.5369 0.0479 -0.0427 -0.5 0.6 -1.0
H 1.0069 0.9610 -1.3969 1.5 1.0 -2.2


Record 6
38
Properties=species:S:1:pos:R:3:forces:R:3 method="wB97M-V/def2-TZVPD" spin_multiplicity=3 s_squared=2.013 charge=+2 orbital_gap_ev="7.6 / 8.4" homo_energy_ev="-14.9820 / -15.7917"
W 2.9781 -0.0007 0.7700 0.6 2.1 -1.4
O -2.2442 2.0648 -0.9714 0.3 -1.2 -2.2
C -2.1493 2.3459 0.2871 2.0 -1.7 1.3
O -2.9588 2.9066 0.9189 -1.4 1.4 1.1
C -0.8966 1.7708 0.9901 -2.5 1.1 -1.7
C -0.7017 1.8647 2.3495 -0.1 0.7 -0.7
N 0.4872 1.3257 2.5299 1.7 -0.4 1.2
N 1.0373 0.8693 1.3916 2.1 -0.5 2.3
C 0.2104 1.1432 0.4375 -1.4 0.2 -0.3
C 0.6125 0.5467 -0.8470 -3.1 0.7 -3.0
O -0.1245 0.5986 -1.8587 0.8 -0.1 1.9
O 1.7086 -0.0746 -0.8284 2.2 -1.0 0.5
H -1.5792 1.3632 -1.2551 -0.3 1.1 0.0
H -1.2741 2.3602 3.1338 0.1 -0.3 -0.3
H 1.0617 1.4239 3.3554 0.0 -0.3 0.0
C -2.2007 -1.9317 -3.6559 -0.3 0.3 -0.8
C -2.2587 -0.6920 -4.5171 -0.3 -0.9 2.9
C -2.9580 0.5233 -3.9944 0.4 -1.1 -3.5
C -1.4645 -0.5886 -5.6632 0.3 0.5 -0.4
O 4.3244 0.8966 0.2594 -1.3 -1.2 0.7
H -3.2088 -2.2806 -3.4536 -0.4 0.2 0.3
H -1.7252 -1.6561 -2.7142 -0.1 0.2 0.2
H -1.6894 -2.8046 -4.0638 0.3 0.4 -0.3
H -3.3229 1.1814 -4.8401 0.4 -0.6 1.2
H -2.1222 0.9690 -3.5186 1.0 1.1 0.8
H -3.6713 0.2511 -3.3006 -1.6 -0.2 1.5
H -1.8060 0.3125 -6.1340 0.5 0.0 -1.4
H -1.3088 -1.5309 -6.1579 -0.4 -0.3 -0.8
H -0.4377 -0.4322 -5.3068 0.2 0.3 0.4
C 2.4022 -1.4946 5.9193 -0.4 -2.4 1.6
C 3.6632 -1.5990 5.0991 0.4 0.5 -0.8
C 3.4676 -1.0979 3.7341 -0.1 1.8 -0.9
N 3.2816 -0.4912 2.7506 0.5 -2.1 2.0
H 2.7286 -1.5439 6.9776 -0.3 0.0 -0.5
H 1.6954 -2.3554 5.7826 0.7 0.8 -0.1
H 1.8744 -0.5899 5.8109 -0.5 1.2 -0.3
H 4.1299 -2.5684 5.0207 -0.2 -0.6 0.1
H 4.4395 -0.9850 5.5628 0.1 0.3 -0.3